{
  "formula": "C27H39CrF7O33P3",
  "method": "ωB97M-V/def2-TZVPD",
  "species": ["Cr", "P", "P", "P", "F", "F", "F", "F", "F", "F", "F", "O", "O", "O", "O", "O", "O", "O", "O", "O", "O", "O", "O", "O", "O", "O", "O", "O", "O", "O", "O", "O", "O", "O", "O", "O", "O", "O", "O", "O", "O", "O", "O", "O", "C", "C", "C", "C", "C", "C", "C", "C", "C", "C", "C", "C", "C", "C", "C", "C", "C", "C", "C", "C", "C", "C", "C", "C", "C", "C", "C", "H", "H", "H", "H", "H", "H", "H", "H", "H", "H", "H", "H", "H", "H", "H", "H", "H", "H", "H", "H", "H", "H", "H", "H", "H", "H", "H", "H", "H", "H", "H", "H", "H", "H", "H", "H", "H", "H", "H"],
  "positions_angstrom": [[-2.19952, 0.41162, 0.95540], [-1.86600, 3.26515, 2.88265], [-0.12744, -0.70929, 0.39200], [-4.39780, 1.94966, -1.50840], [3.88064, -2.99996, -4.47607], [2.39208, 2.65036, -0.99594], [0.70083, -4.70611, 2.62938], [0.86958, -4.19825, -2.31156], [2.54578, -0.49418, 4.26015], [-0.02881, 2.77021, -2.22195], [3.81440, -2.97765, 2.85505], [-0.10669, -2.90240, -3.85472], [0.20121, -0.83661, 7.48045], [-0.99476, 2.14832, -4.13562], [-0.21811, 0.83430, 0.63469], [-0.31363, 3.31243, 3.21447], [0.24596, 0.52187, 5.62579], [-2.56729, 3.97495, 4.20386], [-0.09343, 0.16260, -4.26672], [-1.39729, -0.74006, -0.49193], [-1.99904, 4.37069, 1.70067], [-3.52413, 1.59403, -0.35159], [-3.55315, 2.71922, -2.66465], [4.94642, -3.50011, 0.18030], [6.82589, -2.15188, 0.43829], [-0.85745, -1.10794, 1.69616], [5.25929, -1.96105, -2.98642], [-5.14508, 0.74841, -2.29505], [5.80610, 1.73352, 1.09183], [4.04604, 1.28877, -0.33185], [-1.72974, -5.70013, 1.29674], [-2.12355, -3.01863, -3.02957], [-1.36366, 0.97544, -6.01343], [4.75017, -1.48838, 1.18943], [-0.75753, -7.20966, -0.12934], [6.12468, 0.20142, -3.27430], [-5.61612, 3.00224, -1.08106], [3.67571, 2.41123, 1.44638], [1.24297, -1.39019, 0.01898], [3.94280, -0.32486, -3.43373], [-2.39010, 1.91882, 2.48274], [0.97662, -1.55609, 5.40234], [-1.73056, -2.42182, -5.23460], [0.36076, -5.32046, 0.53922], [-1.39759, -4.41069, 1.76142], [-0.88104, 1.04812, -4.88645], [-2.33105, 3.44804, 5.48564], [0.48182, 0.67821, -3.08591], [0.26970, 4.45681, 3.66076], [0.40797, -0.65333, 6.25749], [-0.58772, 1.71212, -2.81803], [-0.66054, -6.21286, 0.58333], [3.58661, -3.29486, 0.63068], [1.32589, -0.92292, 4.16632], [-5.31745, 4.33873, -0.68451], [2.65441, 1.56806, -0.26456], [4.62402, 1.79916, 0.76910], [-3.96036, 2.61078, -4.05296], [-1.30416, -3.52664, -1.98218], [3.62705, -2.23515, 1.71880], [-1.45365, 4.13220, 0.39335], [0.05642, -4.32412, 1.52662], [0.34748, 0.19156, 4.26095], [5.21546, -0.62915, -3.22233], [3.03690, -1.38774, -3.19681], [-4.54581, -0.56523, -2.41644], [5.63494, -2.41604, 0.58642], [-1.35938, -2.78365, -4.13912], [4.02367, -2.56752, -3.24530], [2.35320, 1.91381, 1.14527], [0.06467, -3.15876, -2.46147], [-1.78706, -4.16279, 2.74883], [-0.86741, 4.95317, -0.01947], [-2.44445, 2.36604, 5.41842], [-0.59928, -0.10976, 3.81268], [0.60057, 4.25721, 4.67996], [1.51817, 0.96957, -3.25671], [2.97138, -4.12208, 0.98465], [2.49374, -1.15993, -2.27965], [-5.29458, -1.35333, -2.33672], [-1.45215, -3.02763, -1.02448], [-3.56520, 3.43741, -4.64340], [-1.85125, -3.61836, 1.16602], [-1.33318, 1.26033, -2.16361], [1.47529, 2.55528, 1.22220], [0.72497, 0.97089, 3.59894], [2.70438, -1.67915, 1.88507], [-3.85097, -0.80752, -1.61234], [-4.26410, 4.61036, -0.61548], [2.28762, -1.38387, -3.98844], [2.17310, 1.04322, 1.77593], [-4.02352, -0.50200, -3.37107], [-0.84371, 3.23024, 0.34278], [-3.11996, 3.71556, 6.18858], [2.02682, 0.77313, -0.66741], [0.53304, 0.06934, -2.18327], [-1.32291, 3.71067, 5.80624], [0.40150, -2.27331, -1.92238], [-5.03082, 2.80811, -3.99574], [1.26371, -1.50898, 3.24939], [-1.38336, -4.60565, -1.84964], [3.77714, -3.41385, -2.60417], [-5.70950, 4.85319, -1.56186], [-2.21602, 3.92396, -0.35735], [1.19318, 4.65446, 3.11652], [2.96301, -2.96288, -0.19939], [-5.77529, 4.76501, 0.20811], [-0.34105, 5.35402, 3.56031], [-3.79183, 1.63426, -4.50695], [0.34145, -3.28283, 1.37640]],
  "forces_ev_per_angstrom": [[-2.261, 1.438, 0.207], [-0.371, 1.952, 0.112], [3.718, -1.695, -0.570], [-1.340, 1.248, -1.272], [0.986, -1.269, -2.705], [-0.016, 1.567, -1.268], [1.237, -0.512, 1.644], [1.480, -0.656, 0.133], [3.000, 0.959, 0.172], [-0.316, 1.061, 0.791], [0.951, 0.859, 0.926], [2.874, -0.340, 1.411], [0.577, 0.504, -5.148], [-0.598, -0.447, 2.126], [2.199, 0.893, -0.127], [-2.060, -3.189, -1.377], [-0.430, -0.168, -0.278], [0.229, -0.137, -3.905], [0.220, -2.442, -0.763], [-0.419, -0.637, -1.752], [-0.526, -0.585, 1.528], [-0.012, -0.398, -0.244], [0.159, -1.023, 1.460], [-0.637, 0.261, 1.068], [-4.047, -1.326, 0.284], [0.267, -0.619, 1.315], [0.974, -1.192, 0.126], [0.184, 1.643, 2.025], [-3.486, 0.255, -1.201], [-0.884, -0.911, -0.772], [0.641, -0.838, -0.125], [-0.893, -0.051, -0.148], [1.297, -0.402, 3.198], [-0.220, -0.994, 1.799], [0.704, 2.726, 2.609], [-2.542, -3.246, 0.338], [1.837, -3.217, 0.034], [-1.325, 1.850, 3.088], [-4.462, 2.119, 0.882], [-1.082, 1.904, -0.341], [0.646, 0.393, 0.366], [-0.063, -1.107, 0.299], [-0.351, -0.839, 2.086], [-0.570, 1.088, 0.744], [-1.161, 0.663, -0.755], [-0.798, 0.475, -3.877], [0.166, -1.642, 0.595], [-0.469, 0.724, 0.195], [2.069, 2.186, 1.142], [0.512, -0.767, 4.812], [1.918, 1.022, -0.364], [-2.014, -1.982, -3.031], [-2.101, 0.306, -0.904], [-2.655, -0.405, 1.243], [0.254, 1.479, -1.600], [-0.399, -1.507, -0.651], [3.465, -0.377, 0.580], [-1.691, 0.689, 0.177], [-0.004, 0.096, 0.076], [0.965, -1.339, -2.435], [0.225, -0.988, -1.066], [0.427, 0.185, 0.426], [-0.159, 1.095, -2.591], [1.949, 2.533, -0.429], [0.337, 0.620, 0.530], [0.580, 0.017, -0.023], [2.962, 2.038, -0.146], [-2.170, 1.327, -2.368], [-1.952, 1.204, 1.827], [1.500, -0.905, 0.145], [-0.762, 0.383, -0.320], [0.605, -0.689, 0.328], [-0.029, 0.280, 0.780], [0.417, -0.235, 0.219], [-0.210, -0.098, 0.425], [-0.215, 0.499, 0.220], [-0.189, 0.789, -0.277], [1.234, -0.884, 0.157], [0.347, -0.461, 0.483], [-0.294, 0.452, -0.541], [-0.677, 0.054, -0.268], [0.604, -0.316, 0.365], [-0.394, -0.235, -0.626], [-0.731, 0.429, -0.447], [0.762, 0.648, 0.168], [-0.119, 0.702, 0.659], [0.647, 0.519, -0.553], [0.255, 0.465, 0.004], [0.179, -0.559, -0.064], [0.294, -0.420, -0.245], [0.067, -0.139, -0.030], [-0.042, -0.793, 0.052], [0.286, 0.041, 0.388], [0.206, 0.725, -0.266], [0.724, -0.388, -0.004], [-0.412, -1.046, -0.600], [-0.238, 0.006, 0.333], [0.744, -0.085, -0.410], [-0.211, -0.274, -0.593], [-0.573, -0.668, 0.557], [-0.232, -0.063, -0.285], [0.688, 0.231, 0.490], [0.086, 0.826, 0.362], [-0.462, 0.190, 0.410], [-0.039, -0.156, -0.309], [0.421, 0.449, -0.309], [-0.465, -1.056, 0.134], [-0.187, -0.137, 0.252], [0.347, 0.160, 0.227], [0.544, -0.372, -1.147]],
  "de_lowest_kcal_mol": 0.0,
  "e_lumo_ev": [-1.1, -5.1],
  "gap_ev": [9.4, 5.8],
  "s_squared": 8.769,
  "multiplicity": 6,
  "max_force_ev_per_a": 5.2
}